55
Properties=species:S:1:pos:R:3:lowdin_charge:R:1 method="wB97M-V/def2-TZVPD" orbital_gap_ha="0.212 / 0.189" s_squared=6.08 spin_multiplicity=5 e_above_lowest_ev=0.000
Fe -1.2453 -2.6947 1.9286 0.331
S 1.1408 -0.2079 0.3103 1.039
O 0.9811 5.5459 1.6653 -0.092
C -1.9010 -1.0605 2.8725 -0.095
C -0.3276 -2.6099 3.6688 -0.129
C 0.8465 -1.0528 -2.2599 -0.046
C -1.7074 -2.1684 3.7856 -0.123
C -1.0456 -4.5771 1.3952 -0.144
C 0.9634 1.5544 -3.2897 -0.019
C -0.3475 1.6826 1.5528 -0.260
C 0.9641 -1.9825 -4.5654 -0.023
C -0.6581 -0.8268 2.1674 -0.329
C 0.9108 -0.8878 -3.6582 -0.168
C 0.5179 2.0343 2.5914 -0.036
C 2.1535 5.8802 2.4345 -0.065
C -0.6764 4.0046 1.0150 -0.009
C 0.9717 0.4536 -4.1868 -0.175
C -2.6951 -3.0795 0.6471 -0.141
C -1.4479 -2.7449 -0.0209 -0.140
C -0.4337 0.2296 1.0913 -0.442
C -1.0241 2.6797 0.8330 -0.051
C 0.8665 3.3627 2.7838 -0.011
C -0.4366 -3.6957 0.4208 -0.143
C 0.3940 4.3362 1.8739 -0.274
C 0.8985 0.0519 -1.3949 -0.523
C 1.0216 0.6372 -5.5882 -0.030
C -2.4421 -4.1949 1.5390 -0.140
C 1.0149 -0.4497 -6.4517 -0.087
C 1.0014 -1.7678 -5.9358 -0.085
C 0.3192 -1.7758 2.6729 -0.155
C 0.8794 1.3679 -1.9254 -0.073
H 1.0790 1.6620 -5.9637 0.113
H 2.9851 5.2035 2.2003 0.098
H -2.4461 -2.5313 4.4985 0.117
H -1.3242 -1.9831 -0.7820 0.102
H 0.5679 -3.7967 0.0164 0.113
H -3.1807 -4.7172 2.1399 0.116
H 0.9753 -2.9923 -4.1451 0.116
H 1.0390 -0.2884 -7.5292 0.100
H 1.5800 3.6350 3.5630 0.105
H -2.7998 -0.4469 2.7374 0.132
H 2.3889 6.9012 2.1385 0.090
H 1.9426 5.8388 3.5079 0.088
H -1.2244 0.1355 0.3336 0.118
H 0.1552 -3.3670 4.2797 0.116
H 0.7701 -2.0604 -1.8499 0.097
H -1.1295 4.8032 0.4295 0.119
H 1.0296 2.5552 -3.7240 0.117
H 1.0025 -2.6167 -6.6232 0.102
H 1.3744 -1.7992 2.4052 0.098
H -1.7967 2.4061 0.1078 0.121
H 0.9435 1.2539 3.2256 0.126
H -3.6518 -2.6091 0.4403 0.115
H -0.5676 -5.4373 1.8541 0.115
H 0.8306 2.2070 -1.2330 0.103

---

60
Properties=species:S:1:pos:R:3:nbo_charge:R:1 method="wB97M-V/def2-TZVPD" total_charge=+2 orbital_gap_ha=0.243 e_above_lowest_ev=0.000
Tc -0.1374 1.1510 -0.5148 0.704
Ge 0.6578 -0.6963 1.4152 1.663
S 1.8536 0.2075 -0.8784 0.205
O -1.7612 0.3742 -1.2895 -0.683
O -3.6800 0.8216 -2.3165 -0.495
O 0.3456 1.3748 -7.2514 -0.514
O 0.3416 -0.8292 -7.4845 -0.635
N -0.8807 2.9150 -1.4638 -0.769
C -1.5397 1.2370 2.2235 -0.144
C 1.5099 0.1176 -2.6352 -0.231
C 2.5892 1.1211 2.5098 -0.112
C -2.0339 2.5413 -2.3479 -0.364
C 1.6880 1.1610 -4.7787 -0.144
C -1.3166 -2.5476 0.4896 -0.185
C 3.8116 -0.7953 4.1187 -0.190
C 4.2792 0.5126 4.0991 -0.125
C -0.0871 -2.4205 1.1430 -0.595
C 0.5076 0.2930 -6.7742 0.762
C 2.1343 -0.2001 2.5026 -0.584
C 0.8984 0.1488 -5.3221 -0.132
C 0.4321 -0.8855 -4.5197 -0.132
C 0.0674 -4.8118 1.3472 -0.214
C 2.0105 1.1466 -3.4356 -0.228
C -2.4812 0.2842 2.6406 -0.175
C -2.3756 2.8055 3.8392 -0.197
C -1.4809 2.4987 2.8314 -0.169
C -3.3757 0.6132 3.6415 -0.193
C 2.7390 -1.1567 3.3226 -0.159
C -3.3189 1.8662 4.2419 -0.116
C 0.6065 -3.5585 1.5689 -0.100
C -1.8525 -3.8060 0.2794 -0.189
C 0.7335 -0.9086 -3.1652 -0.205
C -0.5860 0.9517 1.1752 -0.160
C 3.6700 1.4722 3.2972 -0.216
C -2.5974 1.1762 -1.9771 0.752
C -1.1636 -4.9333 0.7112 -0.128
H 2.3740 -2.1735 3.3538 0.222
H 4.2813 -1.5306 4.7570 0.248
H 1.5693 -3.4751 2.0540 0.211
H -2.5254 -0.6864 2.1681 0.229
H -1.5858 -5.9154 0.5464 0.245
H -0.1527 3.3464 -2.0347 0.430
H 0.3588 -1.7034 -2.5339 0.242
H -0.2003 -1.6627 -4.9306 0.237
H -2.3376 3.7763 4.3132 0.247
H -1.6814 2.4865 -3.3779 0.256
H -1.1559 3.6437 -0.8078 0.430
H -2.8275 3.2825 -2.2936 0.262
H -4.1163 -0.1079 3.9577 0.247
H 0.6019 -5.6943 1.6694 0.247
H 0.6741 -1.6108 -7.0251 0.491
H -0.7365 3.2186 2.5158 0.224
H 2.1002 1.8766 1.9059 0.203
H 2.0314 1.9603 -5.4215 0.266
H 5.1174 0.7905 4.7236 0.246
H 4.0327 2.4905 3.2997 0.242
H -2.8050 -3.9106 -0.2218 0.245
H -4.0143 2.1108 5.0330 0.245
H 2.6325 1.9248 -3.0124 0.243
H -1.8425 -1.6787 0.1188 0.240

---

Computed DFT total energy (Ha) in order:
-2818.24929, -3992.40884